The following is a DFT calculation (wB97M-V/def2-TZVPD) of the ion C6H10N2O5PS with charge -1 in a non-equilibrium geometry.

ORCA input file:
```
! RIJCOSX wB97M-V def2-TZVPD def2/J DEFGRID3
* xyz -1 3
P 3.0408 -1.1518 -0.0917
O 3.2437 -2.4006 -0.7891
H -2.0718 -0.8547 1.6305
H -2.3488 -0.2716 -0.0554
H 0.7398 -1.4673 -1.6653
H -1.5974 -3.0418 0.9822
O -1.2329 0.7224 -1.4998
N 2.1370 -0.0596 -0.8321
H -1.6051 2.0015 0.8310
H 1.0684 0.0622 -2.5295
C -0.2440 0.3606 -0.8205
O 2.7976 1.8871 0.4334
O -0.4265 -0.4642 0.3824
S 3.9185 -0.8805 1.5960
C -0.8373 2.6845 1.0998
N 0.6010 1.4465 -0.2280
C 0.9676 -0.3455 -1.5679
H -1.1421 3.7517 1.1388
H -3.2399 -2.4236 0.1160
H -1.6067 -2.4710 -0.8584
H -0.4369 2.3200 1.9974
C -1.7194 -0.8955 0.5638
C 1.9075 1.2280 -0.0695
C -2.0525 -2.4196 0.1494
O 0.1395 2.6830 0.0865
*
```

Output
**LUMO level (alpha / beta)**: 2.920 / -0.186 eV
**Calculated total energy**: -1459.7580 Eh
**Kohn-Sham gap (alpha / beta)**: 4.90 / 4.66 eV


The following is a DFT calculation (wB97M-V/def2-TZVPD) of the ion C6H10N3 with charge +1 in a non-equilibrium geometry.

ORCA input file:
```
! RIJCOSX wB97M-V def2-TZVPD def2/J DEFGRID3
* xyz 1 1
H 2.5514 0.0529 0.8174
H 0.3235 0.6218 1.4547
H 1.4687 1.3956 -1.0469
H 2.0418 -0.9211 -0.5177
H -1.9182 -0.5414 -1.7219
H -0.4529 -2.5167 0.9625
N -0.6026 0.8591 -1.5127
C -1.1378 -0.2344 -1.0633
H -0.7491 1.1392 -2.4662
H 1.7039 -1.6557 1.0380
H -2.2468 -2.0473 0.3357
N -0.7985 -0.5564 0.1080
H -1.5272 -1.2449 1.8479
C 1.7289 -0.6276 0.5247
C 0.4665 1.3762 -0.5957
C 0.1715 2.6866 0.0625
N -0.2497 3.6890 0.4274
C -1.2400 -1.7117 0.8765
C 0.4667 0.2369 0.4691
*
```

Output
**Structure (SMILES)**: C[C@H]1[C@H](C#N)[NH+]=CN1C
**LUMO level**: -3.497 eV
**Calculated total energy**: -398.6038 Eh
**Kohn-Sham gap**: 11.50 eV
**Energy above the lowest of the compared OMol25 structures with the same formula, charge and spin**: 1.702 eV


The following is a DFT calculation (wB97M-V/def2-TZVPD) of the ion C6H10N3O with charge +1 in a non-equilibrium geometry.

ORCA input file:
```
! RIJCOSX wB97M-V def2-TZVPD def2/J DEFGRID3
* xyz 1 1
C -0.6247 -0.2422 -0.2076
H -1.6031 2.4543 -0.4448
H 2.2372 -0.6252 1.3076
H 1.7847 -1.3878 -1.1839
H -1.5163 2.2120 1.3359
H -0.5510 -2.4129 -0.3808
N -1.0431 -1.5367 -0.2771
C 1.9232 -0.3262 -0.7960
C -2.2773 -1.6124 0.0335
H 2.5143 0.2423 -1.5566
H 3.1424 0.7917 0.6995
H -3.1079 2.0419 0.6496
N 0.7753 0.4621 -0.4890
C -1.9572 1.9096 0.4076
H 3.8115 -0.8054 0.2899
O 0.8827 1.6637 -0.4446
C -1.7392 0.4476 0.2494
H -2.7362 -2.5638 0.0285
C 2.8412 -0.2850 0.4506
N -2.7565 -0.4274 0.3282
*
```

Output
**Structure (SMILES)**: CC[N+](=O)c1[nH]cnc1C
**LUMO level (alpha / beta)**: -6.511 / -6.515 eV
**Calculated total energy**: -473.7480 Eh
**Kohn-Sham gap (alpha / beta)**: 7.69 / 7.68 eV
**Energy above the lowest of the compared OMol25 structures with the same formula, charge and spin**: 5.301 eV


The following is a DFT calculation (wB97M-V/def2-TZVPD) of a structure of composition C6H10N3O2 in a non-equilibrium geometry.

ORCA input file:
```
! RIJCOSX wB97M-V def2-TZVPD def2/J DEFGRID3
* xyz 1 1
H -1.9383 -1.6624 -1.1280
N 0.8162 2.1546 -0.7508
C -0.4760 -2.0843 0.4694
O 1.7140 -2.6243 0.8853
H 1.7027 2.0488 -1.2875
C 0.2066 0.5452 0.0434
H -1.1480 2.5637 -0.9174
H 1.0326 2.8716 0.0479
O 0.8649 -3.4013 -0.9213
H -0.3780 2.2779 -2.5563
N 0.8232 -2.7612 0.0829
C -0.9970 -1.1717 -0.5726
H -1.0562 -2.9484 0.8512
C -0.3030 -1.1029 1.6939
H -1.3169 -0.7695 2.0434
H 0.7801 0.7813 2.1514
C 0.4537 0.1809 1.2579
H 0.2988 -1.5464 2.4944
N -0.6254 -0.0019 -0.8180
C -0.2934 2.7714 -1.4894
H -0.1605 3.8789 -1.5797
*
```

Output
**LUMO level**: -4.331 eV
**Calculated total energy**: -548.9106 Eh
**Kohn-Sham gap**: 9.83 eV
**Energy above the lowest of the compared OMol25 structures with the same formula, charge and spin**: 6.964 eV


The following is a DFT calculation (wB97M-V/def2-TZVPD) of the ion C6H10N3O2S with charge +1 in a non-equilibrium geometry.

ORCA input file:
```
! RIJCOSX wB97M-V def2-TZVPD def2/J DEFGRID3
* xyz 1 3
C 1.6077 -0.0457 -0.7953
O 0.3942 1.5750 -2.1512
H 0.5308 -1.5215 0.4699
S -1.1748 1.5418 0.2824
O 2.3970 0.8823 -2.8442
H 3.0539 0.0364 -2.7046
H 3.4104 -0.9328 -0.3725
H 1.8994 0.6549 0.0123
C -0.5698 0.0379 0.5814
C 0.3314 -0.7614 -0.3315
H -0.3361 -1.5778 2.0774
H -0.3497 1.6784 -0.9616
H 2.4845 -1.8843 -1.3316
N 2.7070 -0.9418 -1.0541
C 1.3889 0.9018 -1.9688
N -3.8701 0.2505 1.3918
N -1.9195 -0.3430 2.5213
H -2.9879 1.0385 3.0404
H -4.8145 0.7526 1.2815
C -0.9530 -0.6531 1.7703
C -2.9614 0.3916 2.2247
H -0.2685 -1.0804 -1.1381
*
```

Output
**LUMO level (alpha / beta)**: -3.095 / -7.618 eV
**Calculated total energy**: -947.1463 Eh
**Kohn-Sham gap (alpha / beta)**: 8.78 / 6.20 eV
**Energy above the lowest of the compared OMol25 structures with the same formula, charge and spin**: 0.000 eV


The following is a DFT calculation (wB97M-V/def2-TZVPD) of the ion C6H10N3S with charge +1 in a non-equilibrium geometry.

ORCA input file:
```
! RIJCOSX wB97M-V def2-TZVPD def2/J DEFGRID3
* xyz 1 1
C -0.4933 2.1924 -2.1397
H -1.3146 4.0950 -1.1003
N -0.2687 -1.7625 -0.0466
C -0.7553 3.1265 -1.1519
H -1.0740 -0.6992 1.2762
C -0.2560 0.8667 -1.6428
H -0.4414 2.3502 -3.1646
H 1.1065 0.5623 1.8606
N 0.8764 -1.6136 2.2001
H 1.7887 -1.9746 2.3895
H 0.0989 0.0030 -2.2337
H -0.6310 -2.9964 -1.5712
C -0.4096 0.7103 -0.2915
N -0.7343 -2.0473 -1.1795
C -0.3005 -0.4430 0.5675
H 1.8349 -0.4669 0.7607
C 1.0831 -0.3889 1.4231
H 0.4572 -1.2918 3.0529
H 0.2895 -2.5169 0.6281
S -0.8564 2.2948 0.3630
*
```

Output
**Structure (SMILES)**: [H]/N=[NH+]/[C@@H](CN)c1cccs1
**LUMO level**: -5.612 eV
**Calculated total energy**: -796.7120 Eh
**Kohn-Sham gap**: 6.77 eV
**Energy above the lowest of the compared OMol25 structures with the same formula, charge and spin**: 3.317 eV


The following is a DFT calculation (wB97M-V/def2-TZVPD) of the molecule C6H10N4O2 in a non-equilibrium geometry.

ORCA input file:
```
! RIJCOSX wB97M-V def2-TZVPD def2/J DEFGRID3
* xyz 0 1
H 3.9615 0.5953 -1.1308
H 3.9188 2.0640 -0.1406
N 0.1973 -0.2161 -0.3843
N -2.3511 -0.2143 -1.0812
H 0.1767 -1.9506 1.6293
C -0.5498 -1.4659 -0.3457
O 2.2463 -1.3120 -0.5751
C -2.6774 1.9372 0.1151
C -1.7714 0.8395 -0.2794
C 3.6152 0.9837 -0.2096
H -1.5488 -1.3424 1.6289
O 2.1654 0.9373 -0.1748
H -1.2653 -2.9838 1.0323
N -1.6997 -1.2849 -1.1874
H 4.0231 0.3520 0.6297
H -3.4743 2.2021 -0.6790
H -3.2717 1.6244 1.0691
H -0.0110 -2.2212 -0.8967
H -1.9708 2.8214 0.2864
C 1.6073 -0.2754 -0.3523
C -0.8048 -1.9659 1.0289
N -0.5153 0.8755 0.0172
*
```

Output
**Structure (SMILES)**: COC(=O)N1N=C(C)N=N[C@@H]1C
**LUMO level**: -0.406 eV
**Calculated total energy**: -604.0509 Eh
**Kohn-Sham gap**: 8.67 eV
**Energy above the lowest of the compared OMol25 structures with the same formula, charge and spin**: 2.360 eV


The following is a DFT calculation (wB97M-V/def2-TZVPD) of a cluster of 2 separate species, C6H10NO in total in a non-equilibrium geometry.

ORCA input file:
```
! RIJCOSX wB97M-V def2-TZVPD def2/J DEFGRID3
* xyz 1 1
H -0.1535 -0.4433 1.2684
C 0.7644 -0.0270 0.7131
O -1.8516 1.4479 0.4836
C -2.9290 -1.2047 -1.9478
H 1.9137 1.8918 1.0147
N 0.3377 1.1090 -0.1059
H 2.8190 -0.3953 -0.0145
C 0.9592 1.3674 1.1705
C -1.0332 1.2956 -0.5084
H 1.5288 -1.5528 -0.6214
H 0.8821 1.2175 -0.8590
C 1.8848 -0.9454 0.2585
H -3.1107 -1.3979 0.2607
H 1.9356 -1.6049 1.0503
H -2.7779 1.2844 0.2687
C -3.0818 -1.1123 -0.7404
H 0.2566 1.5841 2.0219
H -2.9449 -0.9703 -2.9551
*
```

Output
**LUMO level**: -4.236 eV
**Calculated total energy**: -364.1328 Eh
**Kohn-Sham gap**: 9.39 eV
**Energy above the lowest of the compared OMol25 structures with the same formula, charge and spin**: 5.835 eV